11
Properties=species:S:1:pos:R:3:forces:R:3:lowdin_charge:R:1 method="wB97M-V/def2-TZVPD" largest_force_ev_per_a=0.7 total_charge=0 e_homo_ev=-9.73 lumo_energy_ev=-0.259 homo_lumo_gap_ev=9.47 relative_energy_kcal_mol=124.8
C 0.83047 1.08663 -0.81805 0.16 -0.02 0.03 -0.0718
C 0.33127 0.59467 0.51626 -0.04 0.30 -0.08 -0.2334
C -1.92576 -1.06610 -0.21630 -0.16 -0.43 -0.01 0.1456
O -0.95413 -1.67180 0.46012 -0.25 0.15 -0.12 -0.0133
C 0.01217 -0.75302 0.75054 0.48 0.43 0.12 -0.4680
N 1.12049 -0.59991 1.28568 -0.47 -0.10 -0.32 0.2614
H 1.69166 1.74145 -0.67499 0.02 -0.01 -0.08 0.0727
H 1.12048 0.25411 -1.46573 0.02 0.10 0.12 0.0805
H 0.05674 1.66138 -1.34391 0.07 -0.17 0.25 0.0798
H -0.10882 1.34535 1.17104 0.23 -0.09 0.05 0.1234
H -2.62980 -1.89711 -0.39708 -0.05 -0.17 0.04 0.0230